No. 1
8
Properties=species:S:1:pos:R:3:forces:R:3 method="wB97M-V/def2-TZVPD" smiles="N=C=N.N=O" de_lowest_ev=4.246 charge=0 homo_ha="-0.3663 / -0.3663"
N 0.253070 -0.840150 0.305780 -2.630 0.272 0.712
O -2.551949 0.547705 0.603503 0.388 -0.124 -0.989
H 3.227671 0.301638 0.024550 -0.944 0.060 0.085
C 1.304904 -0.285353 0.109670 0.072 1.022 -0.127
N -2.240996 -0.150635 -0.329527 -0.781 0.247 -0.157
N 2.251816 0.353267 -0.282633 1.648 -0.126 -0.266
H -1.624654 0.369374 -1.048505 -0.486 0.087 0.701
H -0.619862 -0.295845 0.617165 2.732 -1.437 0.040

=====

No. 2
10
Properties=species:S:1:pos:R:3:forces:R:3 method="wB97M-V/def2-TZVPD" smiles="SC1C=NN=C1" de_lowest_ev=2.295 charge=0 homo_ha=-0.3599
H -0.356744 0.053795 1.677325 -0.175 0.144 -0.246
C 0.626890 -1.114891 0.250567 -0.093 -0.300 -0.459
C 0.721816 1.130605 0.168728 -0.075 1.764 -0.124
H 0.231684 -2.145340 0.338255 0.804 0.620 0.122
N 1.754161 0.661721 -0.404249 0.937 0.159 0.894
H 0.648308 2.240119 0.366750 -0.298 -1.437 -0.582
S -1.896783 0.048404 -0.168489 0.410 -0.144 -0.062
H -1.618558 -0.710944 -1.262567 0.114 0.365 0.421
C -0.209490 0.063248 0.584617 -0.833 -0.295 0.757
N 1.761343 -0.759702 -0.231094 -0.792 -0.877 -0.720

=====

No. 3
10
Properties=species:S:1:pos:R:3:forces:R:3 method="wB97M-V/def2-TZVPD" smiles="O=CNCO" de_lowest_ev=0.716 charge=0 homo_ha=-0.3700
H -0.570043 -0.260481 1.339694 -0.777 -0.028 -0.158
C -0.939270 0.162916 0.392274 1.366 -1.310 -0.850
O -1.445683 -0.857803 -0.495341 0.047 0.654 1.045
H 0.259480 1.675432 -0.579064 0.171 -0.564 0.112
C 1.421634 0.012881 -0.243433 0.365 -1.697 0.179
H -1.093280 -1.711743 -0.204169 0.123 0.345 -0.124
N 0.298912 0.742499 -0.173087 -1.231 1.302 -0.085
H 2.306441 0.474772 -0.718311 -0.348 0.274 0.120
H -1.720123 0.910455 0.523508 0.322 0.056 -0.060
O 1.481933 -1.148931 0.157929 -0.039 0.967 -0.178

=====

No. 4
21
Properties=species:S:1:pos:R:3:forces:R:3 method="wB97M-V/def2-TZVPD" charge=+1 homo_ha=-0.4972
Br 0.598366 2.731088 2.251307 -0.078 -0.894 -0.570
H -1.695056 0.511507 0.329506 0.378 -0.046 0.224
N -2.298163 -1.722707 1.417555 -0.358 0.338 0.494
C 1.256520 1.708568 -1.857473 0.624 -0.014 0.735
H 1.669294 2.344070 -2.639419 -0.361 -0.083 -0.021
H -0.309309 -3.358408 0.051849 -0.174 -0.111 -0.177
H 0.354320 1.168693 -2.153520 0.023 0.453 -0.288
H -2.030334 -3.597853 -0.424147 0.119 0.108 0.392
H -1.037026 -0.192688 -1.124488 0.517 -0.016 0.212
C -1.548880 -1.646402 0.416885 0.327 -0.282 -0.436
H 2.014256 0.938921 -1.636304 -0.088 0.155 -0.253
O 0.726394 -0.472532 2.055391 -0.281 0.513 -0.723
H 0.942910 -1.423137 1.971504 0.099 0.190 0.384
C -1.009337 -0.266067 -0.028617 -0.921 -0.020 -0.071
C 1.055803 2.472196 -0.556070 0.299 0.445 -1.392
H -0.986943 -2.586712 -1.411509 0.163 -0.259 0.170
H -2.435743 -0.792445 1.819270 -0.160 -0.235 0.304
C -1.202351 -2.889838 -0.378244 0.289 0.849 -0.508
S 0.687053 0.054853 0.529095 0.122 -0.304 -0.689
Br 1.188842 4.370024 -0.540206 -0.051 -0.899 -0.346
C 0.817979 1.833813 0.571142 -0.488 0.113 2.560

=====

No. 5
11
Properties=species:S:1:pos:R:3:forces:R:3 method="wB97M-V/def2-TZVPD" smiles=Cc1cnco1 de_lowest_ev=1.327 charge=0 homo_ha=-0.3242
C 1.715658 -0.280715 -0.356430 1.814 0.445 0.903
H 2.535547 -0.858127 -0.725690 0.519 0.163 -0.187
H -2.256602 0.363217 0.157969 -0.237 -0.279 -0.035
H 0.025791 2.125888 0.754342 -0.037 -0.063 -0.150
C -1.525372 -0.426011 0.022626 -0.413 -0.978 -2.143
H -1.769069 -1.408625 0.409760 -0.602 0.030 0.221
C -0.206297 -0.035178 0.415974 -0.099 0.228 0.941
H -1.261504 -0.618554 -1.111288 -1.482 0.457 1.694
N 1.649337 0.976527 -0.058543 1.790 -0.023 -0.916
C 0.405106 1.164710 0.446982 -0.509 -0.454 0.229
O 0.687409 -1.003135 0.044298 -0.744 0.475 -0.558

=====

No. 6
50
Properties=species:S:1:pos:R:3:forces:R:3 method="wB97M-V/def2-TZVPD" de_lowest_ev=1.785 charge=+1 homo_ha=-0.4657
O -0.827780 -3.431493 3.102124 -0.516 -3.154 -1.311
H 0.971674 -3.541269 0.903542 -1.503 -0.156 0.606
H -2.296925 1.342399 0.476875 0.600 -0.366 -3.537
H 2.851122 -1.259139 -1.949890 1.274 -0.381 0.411
H 1.646002 2.952183 -0.452432 1.088 -0.087 1.499
O -4.191962 0.082598 1.550115 -1.121 -1.474 -1.005
O -1.726496 -1.074106 -0.321381 -0.142 0.149 -0.553
O 2.779131 1.349833 0.310249 0.608 -1.202 -0.413
C -0.454824 -2.419671 2.240353 1.305 0.321 2.652
H -2.345760 -0.511355 2.125211 -0.115 1.756 -0.103
O -1.453867 2.095212 2.080035 1.442 2.091 0.334
H -4.695264 0.860481 1.284621 0.075 -0.144 0.259
O 1.470691 -3.748644 -4.348069 0.189 -0.237 0.327
H 2.931394 2.844656 2.450295 -0.494 0.173 -0.473
O -1.470448 0.584453 -2.732713 -0.611 -0.254 -0.143
H -2.465435 -0.824657 -0.900178 0.117 -0.521 0.727
H 1.768650 -2.841071 2.095037 -0.322 0.179 2.127
H 2.520879 -2.012283 -4.512520 0.392 1.118 -1.144
H -2.360231 0.316768 -2.493612 -0.450 0.460 0.875
H -1.544466 0.193570 -3.601776 0.976 0.084 -0.973
H -2.058558 -1.658285 0.371941 -0.324 0.245 -0.477
H 3.313224 3.363813 0.167520 -0.176 -0.087 -0.169
O 1.102831 -1.609748 0.760971 1.688 3.483 -2.513
H -0.627758 4.011247 -0.832289 0.672 1.703 0.335
C -2.951284 0.438898 2.107913 -3.121 0.884 2.730
O -0.941454 3.133498 -0.870256 -0.081 -1.237 1.071
H -1.311837 -2.290759 1.676891 -1.012 0.728 -2.080
C -2.588931 1.700660 1.377366 3.291 -3.346 2.592
H -0.358302 -1.576811 2.888140 0.178 1.158 0.166
H 3.105371 -2.995587 -3.199503 -1.668 -0.064 -0.981
H 0.966477 -2.535406 -1.984571 -0.609 -0.434 0.181
H -3.345111 2.370578 1.324437 -2.409 2.152 0.105
H 1.265542 2.310055 2.283738 0.493 0.707 -0.974
H -3.231456 0.804143 3.182660 1.234 -1.050 -1.309
H 2.048189 -1.716407 0.547398 -0.681 0.740 -0.200
H 0.401386 -1.486062 -3.376425 0.914 -0.142 1.076
C 1.284872 -1.892305 -2.786812 -0.452 -0.173 -1.426
O 2.056934 -0.852444 -2.241418 -1.127 1.469 -0.118
H -1.176456 3.034821 -1.771423 -0.594 -0.384 -1.563
H 3.536515 1.099894 -0.262988 -0.741 0.866 0.514
C 2.146016 -2.660506 -3.775080 1.133 -1.044 1.868
O 1.651636 4.365049 1.929085 -0.463 0.523 -0.053
H -1.055107 -4.108632 2.390300 0.166 0.265 2.264
C 0.846960 -2.639935 1.574942 0.942 -3.852 -1.284
H 0.609303 -3.430571 -4.631888 -0.071 -0.117 -0.185
C 2.447451 2.720379 0.359275 -0.832 0.558 -0.310
K 0.260396 0.653698 -0.545762 0.203 -0.150 0.179
H -1.282034 3.037773 1.925315 -0.017 -0.432 0.013
H 0.759763 4.426152 2.275883 0.059 0.135 0.115
C 2.019336 3.024337 1.828751 0.616 -1.460 0.271

=====

No. 7
19
Properties=species:S:1:pos:R:3:forces:R:3 method="wB97M-V/def2-TZVPD" smiles=CCC.CC de_lowest_ev=0.646 charge=0 homo_ha=-0.4110
H 0.714096 1.258206 -1.703370 -0.424 -0.583 -0.347
H 2.178863 1.462405 -2.617638 0.230 -0.825 -0.125
H -2.261917 1.189776 0.414090 -0.235 0.403 0.525
C -1.734716 -0.766531 1.186042 -0.492 0.257 0.564
H 3.036407 -0.608929 -1.559141 0.750 -0.009 0.423
H 1.978967 2.001961 -1.026583 0.599 -0.247 0.207
H -1.829388 0.132440 -0.809096 0.039 -0.462 -0.065
C 2.214810 -0.185092 -1.000770 -0.683 -0.009 -1.533
C 1.789496 1.122186 -1.657119 -0.559 2.043 0.787
H -3.387550 -0.093962 -0.034036 -0.371 -0.022 -0.019
H -2.345822 -0.706331 2.076662 -0.286 0.168 0.431
H 2.378133 -0.063262 0.063602 0.242 -0.260 -0.057
H 0.025196 -1.424221 2.098523 0.011 -0.027 0.161
C -2.352586 0.146862 0.151157 0.738 0.214 -0.659
H -0.045292 0.245492 2.357020 -0.534 0.534 -0.475
C -0.300130 -0.500812 1.603267 0.889 -1.685 0.052
H -1.864168 -1.815986 0.915124 0.297 0.022 -0.400
H 0.386020 -0.489795 0.755616 -0.184 0.599 -0.013
H 1.419581 -0.904407 -1.213350 -0.026 -0.110 0.544